1.
ORCA calculation (ωB97M-V/def2-TZVPD) on C2H6NO3 as an isolated structure at a distorted geometry.

The geometry in XYZ format:
```
12
Properties=species:S:1:pos:R:3:mulliken_charge:R:1
O -1.45 -1.61 0.04 -0.688
H -0.11 2.16 0.71 0.220
H 0.18 -0.80 -2.35 0.281
H -1.45 -0.56 1.60 0.268
O -0.24 -1.71 -2.57 -0.717
N 0.29 -0.06 0.45 -0.351
C 0.83 1.72 0.99 -0.091
H -0.82 -1.94 -1.71 0.421
H 0.80 -0.08 -0.39 0.142
H 0.89 1.49 2.08 0.174
O 1.85 2.23 0.43 -0.682
C -0.78 -0.84 0.73 0.024
```

- net charge = -1
- F_max (hartree/bohr) = 0.0646
- relative energy (zero: lowest compared OMol25 entry of this formula, charge and spin) (kJ/mol) = 256.0
- LUMO energy (eV) = 4.2
- E (hartree) = -360.273734

2.
ORCA calculation (ωB97M-V/def2-TZVPD) on C18H31HfN2OPSi as an isolated structure at a distorted geometry.

The geometry in XYZ format:
```
55
Properties=species:S:1:pos:R:3:mulliken_charge:R:1
C -1.97 -2.69 3.23 -0.749
C 0.01 1.52 -3.51 -1.309
H -2.29 -2.52 4.26 0.398
C -1.49 -1.61 2.51 0.094
H -0.09 3.55 3.42 0.371
H -3.66 -1.01 -1.28 0.299
C -0.49 3.01 2.55 -0.951
N 1.47 -1.01 -0.45 -0.210
C -1.14 -2.99 0.63 0.027
H -1.08 1.42 -3.59 0.317
H -1.46 -0.58 2.90 0.331
H 0.36 3.82 -0.53 0.208
C 2.67 -1.58 -0.43 0.068
C 4.24 -3.36 -1.12 -0.485
Hf -0.10 -0.06 0.28 -0.049
H 4.46 -4.25 -1.72 0.320
H -4.53 2.79 -0.82 0.353
H 1.40 1.03 3.00 -0.242
C 3.00 -2.75 -1.21 -0.377
H 2.05 2.74 1.39 -0.220
C -1.62 -4.09 1.33 -0.745
H -1.12 3.49 -1.46 0.253
H 6.19 -3.32 -0.18 0.350
H -1.68 -5.05 0.80 0.373
H 0.34 2.40 -4.11 0.385
C -0.03 3.45 -1.49 -1.087
O -1.87 0.76 -0.34 -0.163
H -2.37 -4.81 3.22 0.403
C 2.32 1.92 -1.96 -1.239
H 2.22 -3.14 -1.88 0.324
H 0.47 0.61 -3.93 0.322
N -1.00 -1.79 1.25 -0.168
H -0.82 -3.02 -0.42 0.421
H -0.80 3.72 1.76 0.219
H -1.34 2.37 2.84 0.213
H -3.30 1.39 -1.80 0.138
H 0.34 4.08 -2.31 0.445
H -3.11 2.96 0.30 0.263
C 4.95 -1.70 0.52 -0.619
C -3.24 1.05 -0.77 0.765
C -3.88 2.27 -0.06 -1.282
H -5.10 -0.18 -0.66 0.426
Si 0.89 1.88 1.86 0.596
H 5.72 -1.29 1.19 0.327
C -2.02 -3.95 2.65 -0.086
C 3.71 -1.08 0.44 0.186
P 0.51 1.71 -1.75 0.818
H 3.47 -0.19 1.04 0.156
H -3.89 -0.72 0.44 0.232
H 2.76 2.19 -0.99 0.246
H -4.55 2.00 0.77 0.341
H 2.53 2.70 -2.70 0.445
C 5.22 -2.84 -0.26 -0.370
C -4.01 -0.26 -0.55 -1.397
H 2.74 0.97 -2.28 0.317
```

- net charge = 0
- F_max (hartree/bohr) = 0.0719
- relative energy (zero: lowest compared OMol25 entry of this formula, charge and spin) (kJ/mol) = 0.0
- LUMO energy (eV) = -0.8
- E (hartree) = -1568.084582

3.
ORCA calculation (ωB97M-V/def2-TZVPD) on a 3-piece molecular cluster, C2H11N2O3 overall at a distorted geometry.

The geometry in XYZ format:
```
18
Properties=species:S:1:pos:R:3:mulliken_charge:R:1
H -1.71 -0.58 0.81 0.210
H -0.18 -2.32 0.82 1.069
O 2.41 -0.59 -1.36 -0.675
N -0.10 -1.66 -0.02 -1.040
N -1.46 1.57 -1.03 -0.330
H 0.20 1.79 3.41 0.285
O -1.15 -0.35 -2.15 -0.448
H 1.14 0.61 3.12 0.294
H -0.23 0.28 0.83 0.060
H 0.85 -1.46 -0.36 0.626
H -1.68 2.06 -1.88 0.244
H 3.36 -0.48 -1.26 0.331
H -1.29 2.16 -0.23 0.233
H 1.99 0.19 -1.76 0.281
C -1.13 0.26 -1.10 0.333
H -0.54 -2.13 -0.83 0.409
O 0.35 1.06 2.79 -0.641
C -0.81 -0.40 0.21 -1.239
```

- net charge = 0
- F_max (hartree/bohr) = 0.0204
- relative energy (zero: lowest compared OMol25 entry of this formula, charge and spin) (kJ/mol) = 0.0
- LUMO energy (spin up / spin down) (eV) = 0.6 / 0.3
- 2S+1 = 2
- E (hartree) = -417.936001

4.
ORCA calculation (ωB97M-V/def2-TZVPD) on C50H32I2N6Ni as an isolated structure.

The geometry in XYZ format:
```
91
Properties=species:S:1:pos:R:3:mulliken_charge:R:1
H 2.86 3.61 -6.82 0.388
C -3.15 1.84 -0.67 1.030
C 2.73 3.79 -5.76 -0.812
C 2.05 -2.39 -1.09 0.284
C 5.28 -4.34 -1.21 -0.986
H 3.70 5.70 -5.79 0.385
H -3.07 -4.03 6.69 0.398
C 1.04 0.65 3.15 -0.344
H 1.60 -4.76 -2.28 0.440
C -3.47 -0.23 2.21 -1.477
C 3.02 0.40 -3.07 -1.448
C -0.37 -2.20 1.46 1.367
Ni -0.32 -0.03 -0.57 -0.333
N 1.52 0.53 1.92 0.056
H -3.84 4.05 0.70 0.488
H -3.45 -5.14 4.52 0.397
C -6.80 4.05 -0.95 -0.349
C 3.04 -3.47 -1.36 -0.950
C 1.14 -2.57 -0.06 0.877
H 1.70 1.93 -5.43 0.491
H -0.52 4.14 -3.62 0.518
H 3.88 -1.79 2.53 0.490
C -2.20 -0.62 1.66 0.821
C -2.75 -3.55 5.78 -0.377
C 1.23 -3.65 0.89 -1.382
C 2.64 -4.65 -1.98 0.038
C 1.80 0.85 -2.46 0.346
H 4.69 -2.41 -0.49 0.548
H 2.91 -0.39 0.72 0.826
C 2.12 -1.20 -1.80 0.830
H -3.91 -0.65 3.09 0.533
C 1.52 -0.07 4.24 -0.539
C -1.45 -1.68 2.15 0.824
C 3.07 -1.76 5.10 -0.227
H -3.00 3.91 -2.60 0.518
N -0.86 1.59 -1.51 0.057
C 4.37 -3.33 -0.98 0.222
H -4.93 1.20 1.43 0.495
C -0.89 3.41 -2.92 -1.361
C -0.11 2.34 -2.37 0.693
C 2.08 2.84 -4.98 0.099
C -4.62 3.74 0.02 0.148
C 0.32 -3.40 1.85 -1.416
H -1.23 -0.74 4.67 0.515
C -1.71 -1.71 4.64 0.099
H 2.22 4.40 -1.99 0.496
C 4.87 -5.52 -1.83 -0.385
I -0.18 3.49 0.90 0.313
H 5.59 -6.31 -2.01 0.396
N 1.27 -0.13 -1.67 0.259
H 1.10 0.06 5.23 0.522
H 3.38 6.09 -3.37 0.397
C 1.19 2.05 -2.76 1.281
N 0.15 -1.70 0.29 -0.304
H -2.70 -4.05 2.43 0.503
H -7.73 4.61 -1.01 0.378
H 3.64 1.00 -3.73 0.566
C -2.11 2.17 -1.52 0.533
H -5.26 1.34 -2.27 0.471
C 2.55 -0.97 4.02 0.634
C -1.90 -2.33 3.42 -1.036
N 3.48 -2.39 5.97 -0.496
C 2.53 -0.32 1.73 -0.674
H -5.95 5.33 0.55 0.396
C -2.12 -2.31 5.82 -1.008
N -1.92 0.09 0.53 0.228
C 3.55 -5.67 -2.21 -0.839
H -7.38 2.61 -2.43 0.392
C -2.53 -3.57 3.38 0.148
C -3.98 0.69 1.37 -1.462
H -1.96 -1.82 6.77 0.406
C 3.20 4.96 -5.19 -0.393
C 1.90 3.05 -3.62 -0.898
H 6.31 -4.22 -0.91 0.402
H 3.99 -1.56 -2.98 0.576
C -4.42 2.61 -0.77 -0.887
C 3.20 -0.88 -2.70 -1.237
C -3.01 0.90 0.33 0.479
H 0.12 -3.96 2.74 0.570
C -6.61 2.93 -1.74 -0.795
C -5.42 2.21 -1.65 0.177
C 3.01 5.18 -3.83 -0.785
C -2.95 -4.18 4.56 -0.864
H 0.21 1.35 3.28 0.318
C -2.13 3.29 -2.42 -1.441
C 3.08 -1.10 2.74 -0.527
C -5.81 4.46 -0.07 -0.857
I 0.34 5.14 2.91 -0.177
H 3.22 -6.58 -2.70 0.392
H 1.94 -4.46 0.82 0.534
C 2.37 4.23 -3.05 0.078
```

- net charge = 0
- F_max (hartree/bohr) = 0.0041
- LUMO energy (spin up / spin down) (eV) = -1.2 / -1.2
- E (hartree) = -4356.902532

5.
ORCA calculation (ωB97M-V/def2-TZVPD) on a 3-piece molecular cluster, C4H5NO overall at a distorted geometry.

The geometry in XYZ format:
```
11
Properties=species:S:1:pos:R:3:mulliken_charge:R:1
N -0.87 -0.96 -1.54 -0.365
C -0.08 -0.82 -0.70 0.273
C -2.61 0.59 1.24 0.111
O -1.64 0.91 1.75 -0.122
C 0.87 -0.63 0.35 0.022
H -2.00 1.58 -1.39 -0.200
H -1.78 2.29 -1.44 0.191
C 2.18 -0.83 0.18 -0.739
H 0.47 -0.30 1.30 0.282
H 2.59 -1.15 -0.77 0.283
H 2.87 -0.68 1.00 0.265
```

- net charge = 0
- F_max (hartree/bohr) = 0.0272
- relative energy (zero: lowest compared OMol25 entry of this formula, charge and spin) (kJ/mol) = 217.1
- LUMO energy (eV) = 0.3
- E (hartree) = -285.331912

6.
ORCA calculation (ωB97M-V/def2-TZVPD) on a 13-piece molecular cluster, C3H33N2O13 overall at a distorted geometry.

The geometry in XYZ format:
```
51
Properties=species:S:1:pos:R:3:mulliken_charge:R:1
H 2.19 1.02 -0.89 0.420
C -1.27 3.82 0.73 -0.775
O 2.21 -0.28 3.14 -0.687
C 0.21 1.60 -0.73 -1.140
H 4.62 -0.02 -1.20 0.306
C -0.36 1.45 0.60 0.636
O 1.62 -4.29 -3.07 -0.653
H -2.11 4.27 1.32 0.331
H 1.82 -0.70 3.92 0.328
H 1.93 -4.11 -2.17 0.404
O -2.94 0.55 -0.24 -0.503
H 2.90 -1.04 -3.19 0.245
H -1.26 -3.68 1.75 0.292
O 0.31 1.37 4.50 -0.629
H 1.98 0.75 3.36 0.297
H -4.68 1.98 -2.90 0.331
H -1.10 0.03 -5.08 0.319
O -4.03 2.62 -2.39 -0.668
O 1.99 -1.11 -3.17 -0.524
H -3.39 2.86 -3.14 0.327
H -3.78 0.84 3.89 0.302
O -0.24 0.40 1.17 -0.493
H -1.84 3.63 -0.36 0.188
H -0.26 1.99 4.69 0.284
H 1.00 -3.73 0.10 0.203
H 0.29 1.14 3.60 0.299
O -2.08 -4.02 1.95 -0.592
H -0.41 1.68 -1.64 0.478
O 3.77 -0.19 -0.78 -0.575
H -0.47 4.54 0.43 0.306
H 0.61 2.66 -0.92 0.375
N 1.23 0.68 -1.09 0.032
O 1.51 -3.40 -0.62 -0.572
H -0.93 -0.97 -3.61 0.332
O -0.72 -0.11 -4.08 -0.635
N -1.15 2.41 1.32 0.036
O 2.77 -2.06 1.04 -0.637
H 4.06 -0.97 -0.23 0.285
H 2.53 -1.56 1.83 0.342
O -2.97 0.74 3.30 -0.564
H -2.34 0.22 3.63 0.279
H -3.15 1.00 0.55 0.259
H -2.74 -3.48 2.28 0.303
H 0.99 0.33 -2.07 0.256
H 3.26 -2.92 1.34 0.315
H 1.19 -0.26 -0.52 0.198
H -3.41 0.97 -0.86 0.279
H 1.83 -2.01 -3.54 0.284
H -1.95 1.93 1.72 0.087
H 1.96 -2.70 -0.42 0.410
H 0.78 -3.85 -3.26 0.281
```

- net charge = +1
- F_max (hartree/bohr) = 0.1674
- relative energy (zero: lowest compared OMol25 entry of this formula, charge and spin) (kJ/mol) = 549.5
- LUMO energy (eV) = -2.7
- E (hartree) = -1221.349742